(1)
69
Properties=species:S:1:pos:R:3:forces:R:3:lowdin_charge:R:1 method="wB97M-V/def2-TZVPD" homo_lumo_gap_ev="5.60 / 5.30" spin_multiplicity=7 total_charge=+4 energy_ev=-131471.3252
I 1.6382 2.0559 1.0262 -0.374 0.095 -0.053 0.97
I 2.6172 -3.1848 -1.9213 -0.417 -0.231 -0.130 1.08
Cr 0.6294 -1.9096 -1.0446 5.228 -0.728 -1.402 -0.45
Cr -0.1022 0.0173 0.2344 0.176 4.577 3.379 -0.19
S 1.0433 0.1318 -1.6931 0.328 0.171 -1.760 0.65
S 1.6458 -1.2476 0.7744 0.681 -1.391 0.813 0.58
C -1.7654 -0.3736 -0.5933 -7.129 0.015 -3.906 -0.16
C 0.7717 0.6596 -3.6309 -0.453 0.881 -1.562 -0.67
C 2.1388 -2.3395 2.3822 0.235 -0.678 1.218 -0.67
C 1.4979 -0.3599 -4.4857 0.310 -0.618 0.817 -0.06
C -0.7140 0.7105 -3.8905 -0.305 0.000 0.608 -0.06
C 1.4164 2.0334 -3.6910 0.082 0.206 0.765 -0.07
C 3.3434 -3.1708 1.9678 -0.088 0.358 -0.946 -0.06
C 0.9438 -3.1805 2.7522 -0.589 -0.001 -0.340 -0.06
C 2.5017 -1.2725 3.3984 -0.118 0.700 -0.270 -0.07
C -0.6464 -2.3087 -2.3888 -6.041 -2.312 -5.544 -0.16
C -0.3667 -3.3161 -0.3007 -4.549 -7.030 2.555 -0.17
O -2.7554 -0.3108 -1.2319 5.189 -0.526 3.410 0.24
O -1.5243 -2.6375 -3.0917 4.532 1.638 3.451 0.27
O -0.9774 -4.2735 0.0010 3.202 4.967 -1.453 0.26
H 1.0405 -1.3554 -4.4202 0.010 0.183 -0.159 0.08
H 2.5503 -0.4494 -4.1901 -0.117 0.094 -0.236 0.10
H 1.4603 -0.0411 -5.5386 -0.075 0.104 0.307 0.14
H -1.1780 -0.2742 -3.8097 -0.020 0.156 -0.253 0.07
H -0.8832 1.0927 -4.9097 0.102 -0.123 0.268 0.14
H -1.2088 1.3858 -3.1802 0.018 0.014 -0.328 0.10
H 0.9248 2.7262 -2.9920 0.108 -0.064 -0.306 0.10
H 1.3173 2.4499 -4.7062 -0.039 -0.293 0.230 0.14
H 2.4788 1.9829 -3.4437 0.002 0.078 -0.138 0.10
H 3.7025 -3.7339 2.8419 -0.200 0.182 -0.070 0.14
H 4.1598 -2.5336 1.6117 0.021 -0.137 0.177 0.11
H 3.0941 -3.8873 1.1729 0.049 0.051 0.356 0.07
H 1.0956 -3.6121 3.7540 0.036 0.096 -0.294 0.14
H 0.7814 -3.9971 2.0382 0.212 0.024 0.284 0.09
H 0.0257 -2.5821 2.7648 0.288 -0.226 0.174 0.04
H 2.7557 -1.7397 4.3588 -0.027 -0.061 -0.252 0.14
H 1.6737 -0.5701 3.5701 0.207 -0.280 0.078 0.06
H 3.3659 -0.6909 3.0561 -0.050 -0.159 0.177 0.11
C -2.5671 -2.1077 2.2024 -0.178 -0.420 0.187 -0.09
C -3.1073 -0.6824 2.2711 0.305 -0.465 -0.614 -0.49
C -4.0203 -0.5215 3.4979 -0.402 0.271 0.399 -0.06
P -1.7729 0.5930 2.0268 -1.796 0.448 1.506 1.09
C -2.8259 2.0571 1.5618 0.224 0.278 -0.954 -0.50
C -3.8029 2.6068 2.6061 -0.202 -0.062 0.478 -0.06
C -2.0215 3.2168 0.9649 0.080 -0.091 -0.043 -0.10
C -0.8814 0.8959 3.6336 0.900 -0.014 -0.118 -0.52
C -1.3259 2.1089 4.4513 -0.300 0.281 0.047 -0.06
C -0.8085 -0.3510 4.5177 0.119 -0.257 0.106 -0.08
H -1.9630 -2.3712 3.0797 -0.261 0.076 -0.236 0.08
H -1.9707 -2.2956 1.3002 -0.023 0.077 0.049 0.03
H -3.4219 -2.8009 2.1781 0.318 0.135 -0.050 0.12
H -3.7204 -0.5231 1.3729 0.029 -0.037 0.093 0.11
H -3.5718 0.0397 4.3269 -0.190 -0.157 -0.249 0.07
H -4.9587 -0.0207 3.2207 0.331 -0.238 0.151 0.10
H -4.2905 -1.5163 3.8850 0.149 0.312 -0.137 0.11
H -3.4267 1.6062 0.7535 0.063 0.139 0.124 0.11
H -3.3161 3.3088 3.2904 -0.156 -0.145 -0.267 0.09
H -4.5831 3.1563 2.0624 0.212 -0.117 0.059 0.12
H -4.3056 1.8401 3.1981 0.112 0.293 -0.150 0.06
H -1.5386 2.9355 0.0223 0.004 0.037 -0.130 0.06
H -2.7062 4.0535 0.7602 0.370 -0.190 0.056 0.12
H -1.2299 3.5538 1.6468 -0.246 0.144 -0.049 0.06
H 0.1361 1.1253 3.2586 -0.077 -0.112 0.364 0.02
H -2.3581 2.0145 4.8170 0.387 0.025 -0.099 0.10
H -0.6697 2.1753 5.3320 -0.149 -0.044 -0.273 0.12
H -1.2252 3.0441 3.8902 -0.084 -0.147 0.201 0.08
H -0.3872 -1.2106 3.9865 -0.172 0.197 0.250 0.04
H -0.1449 -0.1322 5.3675 -0.214 -0.055 -0.221 0.12
H -1.7890 -0.6305 4.9287 0.418 0.105 -0.143 0.10


(2)
88
Properties=species:S:1:pos:R:3:forces:R:3:lowdin_charge:R:1 method="wB97M-V/def2-TZVPD" homo_lumo_gap_ev=6.85 total_charge=0 smiles="C#CCCC[C@@](I)(CCN)OC(=O)[PH2]=S.CN(C)P(=O)(N(C)C)N(C)C.CN(C)P(=O)(N(C)C)N(C)C" energy_ev=-88014.1629
C 6.6652 -2.7072 1.3925 -6.574 0.238 -0.736 0.05
C 5.3417 -2.7273 1.2832 6.455 2.216 -0.020 -0.10
C 3.8446 -2.1520 0.9749 0.369 -1.998 0.341 -0.20
C 3.6064 -1.7936 -0.5873 0.219 -0.018 0.183 -0.20
C 4.8205 -0.9902 -1.2956 -0.371 0.565 -1.135 -0.19
C 4.3957 0.5012 -1.8457 -0.219 -0.674 2.895 -0.77
I 3.0003 0.2982 -3.5070 0.233 0.038 0.229 0.96
C 3.6491 1.4019 -0.7077 0.074 0.247 -0.606 -0.20
C 4.4188 1.4421 0.7144 -0.743 0.769 0.033 -0.24
N 5.5105 2.4963 0.7076 -0.355 -1.234 -0.423 -0.03
O 5.6520 1.1813 -2.1549 -0.715 0.448 -2.746 -0.16
C 5.6494 1.8091 -3.4500 2.062 -2.692 -3.655 -0.58
O 6.1455 1.2908 -4.5131 -2.374 2.628 6.144 -0.01
P 4.9133 3.5866 -3.6409 0.552 0.891 -1.015 0.33
S 4.6932 4.1399 -5.4892 -0.086 -0.305 0.367 0.11
H 7.8213 -2.6330 1.4471 -2.851 -0.507 -0.023 0.05
H 3.5565 -1.3014 1.6914 0.872 -1.223 -1.105 0.10
H 3.1328 -3.0409 1.2349 1.104 1.713 -0.519 0.10
H 2.6150 -1.1853 -0.6527 1.733 -1.165 0.094 0.10
H 3.4592 -2.7920 -1.1524 0.159 1.741 0.971 0.12
H 5.7455 -0.8200 -0.6359 -1.496 -0.449 -0.852 0.11
H 5.1376 -1.5847 -2.2394 -0.291 1.061 1.678 0.12
H 3.6730 2.4958 -1.1195 -0.167 -1.922 0.772 0.08
H 2.5264 1.1314 -0.6350 1.939 0.183 0.031 0.10
H 3.6203 1.7415 1.5101 1.421 -0.528 -1.355 0.12
H 4.8709 0.4416 1.0515 -0.694 1.525 -0.702 0.10
H 5.1955 3.3312 0.1736 0.442 -0.997 0.461 0.06
H 6.3364 2.0666 0.2398 -0.917 0.831 0.317 0.07
H 5.9141 4.4522 -3.0292 -0.769 -0.960 0.238 0.00
H 3.7022 3.7485 -2.8922 0.816 -0.459 0.159 -0.03
C -2.5726 -1.9455 1.5767 -0.450 -0.390 0.137 -0.13
N -1.5691 -2.6708 0.8182 -0.112 1.555 -0.741 -0.32
C -1.6733 -2.2722 -0.5852 0.455 -0.409 -0.229 -0.14
P -1.0623 -4.2930 1.0110 1.540 5.402 5.861 0.77
O 0.4116 -3.9346 0.7175 -0.724 -2.788 -3.231 -0.30
N -0.6993 -4.6638 2.6624 0.108 -0.615 1.601 -0.35
C -0.4194 -3.5904 3.6145 -0.245 0.252 -0.112 -0.13
C 0.3547 -5.6768 2.8034 -0.043 -0.079 -0.307 -0.15
N -2.7628 -4.7451 1.3208 -0.652 -2.591 -2.303 -0.30
C -3.3422 -5.0268 2.6297 0.528 -0.219 0.664 -0.13
C -3.1466 -5.8314 0.4045 -0.261 0.119 -0.402 -0.15
H -3.5944 -2.2324 1.3041 -0.168 -0.034 0.007 0.08
H -2.4778 -0.8680 1.4021 0.237 -0.148 -0.223 0.08
H -2.4631 -2.0622 2.6516 0.063 -0.226 -0.013 0.05
H -2.5932 -2.6731 -1.0377 -0.105 0.205 -0.073 0.08
H -0.8287 -2.6548 -1.1661 -0.014 -0.027 0.154 0.07
H -1.6636 -1.1879 -0.7017 -0.086 0.058 0.184 0.06
H 0.2611 -2.8367 3.2091 0.054 0.107 0.027 0.09
H 0.0169 -3.9816 4.5403 0.051 -0.227 -0.304 0.08
H -1.3406 -3.1072 3.9395 -0.033 0.159 -0.127 0.05
H 1.3563 -5.2417 2.6842 -0.090 -0.121 -0.094 0.07
H 0.2400 -6.4651 2.0540 0.048 0.029 -0.008 0.07
H 0.3061 -6.1545 3.7861 -0.163 0.125 0.001 0.08
H -2.9059 -5.9125 3.1035 -0.068 0.108 0.058 0.09
H -4.4193 -5.2034 2.5349 0.068 0.041 -0.513 0.09
H -3.2512 -4.1781 3.3085 0.282 -0.080 -0.111 0.07
H -2.6563 -6.7723 0.6820 -0.216 -0.113 -0.074 0.08
H -2.8430 -5.5837 -0.6202 0.070 -0.007 0.044 0.08
H -4.2282 -5.9830 0.3868 0.043 0.020 0.109 0.08
C -1.9913 4.1153 -2.6652 -0.600 0.056 -0.078 -0.13
N -1.8079 3.1014 -1.6418 1.314 -0.289 -1.074 -0.32
C -1.3362 1.8749 -2.2863 -0.028 -0.349 0.555 -0.14
P -2.7844 2.8056 -0.2641 4.238 6.924 -0.684 0.77
O -1.5596 2.4865 0.6188 -2.099 -3.840 0.273 -0.30
N -3.1092 4.2584 0.6193 -0.697 1.361 0.818 -0.35
C -2.2542 5.4318 0.4485 0.073 -0.015 -0.371 -0.13
C -3.2736 4.0275 2.0603 -0.026 -0.306 -0.050 -0.15
N -4.2132 3.1430 -1.2821 -2.160 -2.820 0.463 -0.30
C -4.9869 4.3798 -1.2777 0.033 0.525 0.701 -0.13
C -5.1518 2.0133 -1.1837 -0.002 -0.319 -0.366 -0.15
H -2.7982 3.8670 -3.3634 -0.098 0.022 -0.115 0.08
H -1.0750 4.2338 -3.2537 0.035 -0.288 0.195 0.09
H -2.1879 5.1030 -2.2568 -0.134 -0.080 0.172 0.05
H -2.1392 1.4142 -2.8816 0.115 -0.006 -0.219 0.08
H -1.0162 1.1388 -1.5426 -0.044 0.145 0.052 0.06
H -0.4761 2.0579 -2.9311 -0.049 0.175 -0.058 0.07
H -1.1903 5.1807 0.4583 0.105 0.047 -0.006 0.09
H -2.4366 6.1760 1.2317 -0.099 -0.356 0.099 0.08
H -2.4926 5.9568 -0.4763 0.119 -0.075 -0.142 0.05
H -2.3056 3.9369 2.5713 -0.136 -0.120 -0.031 0.08
H -3.8382 3.1093 2.2456 0.047 -0.006 0.017 0.07
H -3.8281 4.8480 2.5248 -0.010 0.049 -0.200 0.08
H -5.4891 4.5610 -0.3215 0.033 0.091 -0.100 0.09
H -5.7609 4.3428 -2.0521 0.155 -0.485 -0.088 0.09
H -4.3741 5.2464 -1.5283 0.118 -0.157 0.243 0.06
H -5.6340 1.9867 -0.1990 -0.210 -0.083 -0.121 0.08
H -4.6156 1.0660 -1.3212 0.037 0.026 0.068 0.07
H -5.9211 2.0575 -1.9580 0.025 0.105 0.047 0.08